No. 1
Entry from the Open Molecules 2025 dataset: C28H61BeCl2FKN6O11P2S as an isolated structure (the ωB97M-V functional and the def2-TZVPD basis).

```
114
Properties=species:S:1:pos:R:3:mulliken_charge:R:1
C 2.03 -3.48 2.98 -0.53
C 2.17 -3.72 1.61 -1.18
C 1.06 -3.25 0.75 1.07
C -0.21 -3.93 0.73 -0.53
P -0.49 -5.42 1.76 0.42
N 0.66 -6.47 1.65 -0.68
C -1.17 -3.38 -0.13 1.48
N -2.43 -3.94 -0.24 -0.41
C -0.87 -2.22 -0.94 -0.30
C -1.87 -1.57 -1.85 -0.72
C -2.75 -0.66 -0.91 -0.42
C -4.30 -0.88 -1.09 -0.25
C -4.92 -1.45 0.21 -0.60
C -6.38 -1.91 0.02 -0.18
C -6.54 -3.04 -1.03 -0.92
N 0.31 -1.69 -0.88 -1.19
N 1.19 -2.21 -0.04 1.12
N 2.46 -1.58 -0.02 -1.08
C 2.50 -0.59 0.83 1.18
C 3.61 -0.55 1.85 -1.38
C 1.55 0.57 0.87 -0.79
H 1.38 -4.10 3.62 0.21
H 2.52 -2.64 3.48 0.22
H 3.03 -4.27 1.22 0.41
H -1.69 -5.99 1.27 0.03
H -0.72 -4.99 3.09 0.14
H 1.40 -6.14 1.04 0.30
H -2.85 -3.75 -1.14 0.12
H -2.37 -4.95 -0.17 0.26
H -1.38 -0.91 -2.56 0.16
H -2.47 -2.33 -2.38 0.63
H -2.43 0.38 -1.05 0.25
H -2.52 -0.90 0.14 0.55
H -4.78 0.09 -1.23 0.04
H -4.55 -1.49 -1.97 0.51
H -4.97 -0.66 0.97 0.31
H -4.35 -2.34 0.53 0.18
H -6.77 -2.34 0.99 -0.26
H -7.02 -1.06 -0.25 0.32
H -5.66 -3.73 -0.87 -0.14
H -7.53 -3.56 -0.96 0.48
H -6.45 -2.57 -2.02 0.33
H 4.36 0.14 1.43 0.25
H 4.09 -1.52 1.98 0.36
H 3.25 -0.08 2.77 0.34
H 0.77 0.50 0.10 0.10
H 1.01 0.64 1.83 0.30
H 2.07 1.52 0.69 0.25
C 9.26 -7.92 1.38 -0.74
O 8.92 -6.66 1.98 -0.30
P 7.30 -6.43 2.36 1.07
O 6.91 -5.55 1.22 -0.63
O 7.65 -5.62 3.71 -0.33
C 8.52 -4.50 3.64 -0.64
O 5.83 -6.83 2.99 -0.32
C 4.89 -7.41 2.08 -0.64
H 10.33 -7.93 1.19 0.24
H 9.02 -8.75 2.04 0.34
H 8.74 -8.05 0.43 0.32
H 8.46 -4.00 2.67 0.34
H 9.54 -4.81 3.83 0.25
H 8.22 -3.79 4.41 0.23
H 5.37 -8.13 1.41 0.35
H 4.41 -6.63 1.50 0.20
H 4.13 -7.93 2.66 0.27
Cl -7.11 -3.28 2.62 -0.69
K -6.93 -5.49 -0.79 0.92
C 2.77 3.63 -1.89 -0.53
O 1.49 3.06 -1.69 -0.35
H 2.84 4.55 -1.31 0.27
H 3.57 2.92 -1.54 0.18
H 2.93 3.86 -2.95 0.29
H 1.45 2.25 -2.21 0.27
C -2.59 4.70 -1.67 -0.43
C -2.81 5.04 -0.21 -0.23
O -4.12 4.52 0.09 -0.30
S -4.38 3.20 -0.78 1.15
O -4.07 2.06 0.01 -0.49
O -5.61 3.34 -1.46 -0.59
O -3.17 3.40 -1.83 -0.26
H -3.11 5.39 -2.33 0.32
H -1.53 4.68 -1.93 0.35
H -2.77 6.11 -0.03 0.17
H -2.08 4.53 0.42 0.22
Cl 4.52 2.39 0.13 -0.44
C -1.52 9.56 1.81 -1.19
C -0.94 8.16 1.75 0.61
O -0.34 7.85 0.53 -0.30
C 0.78 8.66 0.16 -0.39
C 1.93 8.56 1.13 -0.84
H -2.17 9.74 0.95 0.32
H -2.10 9.69 2.72 0.43
H -0.74 10.32 1.80 0.31
H -1.75 7.43 1.88 0.40
H -0.22 7.99 2.61 -0.52
H 0.48 9.70 0.02 0.36
H 1.11 8.31 -0.82 0.34
H 1.66 9.02 2.09 0.18
H 2.82 9.08 0.75 0.49
H 2.19 7.49 1.31 0.29
Be 1.44 7.83 3.56 0.49
C -3.03 -0.50 -5.84 -1.48
C -2.49 0.56 -4.91 0.96
O -1.30 0.64 -4.64 -0.67
N -3.37 1.44 -4.38 0.06
C -4.81 1.50 -4.57 -0.90
H -2.21 -1.12 -6.19 0.33
H -3.75 -1.13 -5.31 0.33
H -3.51 -0.04 -6.71 0.45
H -2.95 2.12 -3.77 0.08
H -5.06 2.48 -4.98 0.31
H -5.29 1.39 -3.60 0.21
H -5.17 0.72 -5.24 0.40
F 2.52 11.05 1.04 -0.62
```

Summary:
Charge   +1

***

No. 2
Entry from the Open Molecules 2025 dataset: a 5-piece molecular cluster, C28H61F3O3 overall (the ωB97M-V functional and the def2-TZVPD basis).

```
95
Properties=species:S:1:pos:R:3:mulliken_charge:R:1
C -0.54 4.74 -0.25 -0.39
C -0.93 6.21 -0.04 -0.52
O -2.31 6.43 0.34 -0.34
C -3.17 6.17 -0.63 0.64
O -3.08 6.45 -1.75 -0.43
O -4.37 5.56 -0.17 -0.35
C -4.19 4.27 0.18 0.95
F -3.56 3.59 -0.75 -0.25
F -3.60 4.11 1.33 -0.24
F -5.38 3.73 0.28 -0.28
H 0.42 4.54 0.24 0.04
H -1.26 4.05 0.20 0.14
H -0.40 4.51 -1.31 0.31
H -0.66 6.80 -0.91 0.29
H -0.34 6.59 0.79 0.40
C 3.06 3.95 -1.43 -1.28
C 3.22 3.05 -0.21 0.20
C 4.35 3.49 0.72 -0.87
C 5.75 3.47 0.10 -0.87
C 6.18 2.11 -0.45 0.18
C 6.27 1.02 0.61 -1.29
H 3.95 3.94 -2.07 0.40
H 2.22 3.61 -2.04 0.33
H 2.87 4.98 -1.14 0.31
H 3.37 2.02 -0.53 0.06
H 2.29 3.06 0.35 0.14
H 4.33 2.86 1.61 0.36
H 4.14 4.51 1.07 0.39
H 6.47 3.79 0.86 0.39
H 5.80 4.21 -0.70 0.32
H 7.17 2.23 -0.91 0.45
H 5.51 1.79 -1.25 -0.19
H 6.97 1.30 1.40 0.34
H 6.62 0.09 0.17 0.36
H 5.30 0.83 1.07 0.30
C 6.99 -2.69 -5.25 -1.23
C 6.62 -1.24 -4.97 -0.57
C 6.19 -0.98 -3.53 -0.22
C 4.94 -1.73 -3.08 -0.72
C 3.69 -1.47 -3.91 -0.45
C 3.23 -0.01 -3.88 -1.00
H 6.15 -3.36 -5.10 0.29
H 7.33 -2.81 -6.28 0.38
H 7.81 -3.01 -4.59 0.29
H 5.84 -0.92 -5.67 0.27
H 7.49 -0.61 -5.19 0.40
H 6.04 0.09 -3.39 0.02
H 7.01 -1.25 -2.86 0.41
H 4.73 -1.47 -2.04 0.34
H 5.14 -2.81 -3.07 0.34
H 2.88 -2.10 -3.53 0.37
H 3.85 -1.78 -4.95 0.26
H 3.03 0.31 -2.85 0.13
H 2.32 0.12 -4.46 0.42
H 3.99 0.66 -4.30 0.27
C -0.78 0.16 2.39 -1.52
C -1.95 -0.81 2.23 0.04
C -3.23 -0.16 1.71 -0.59
C -3.82 0.93 2.61 -0.35
C -4.16 0.48 4.03 -0.57
C -5.22 -0.61 4.08 -0.89
H -1.00 0.94 3.12 0.30
H 0.11 -0.37 2.73 0.43
H -0.55 0.64 1.43 0.31
H -2.14 -1.31 3.19 0.17
H -1.66 -1.60 1.53 0.31
H -3.98 -0.93 1.53 0.13
H -3.02 0.29 0.73 0.38
H -4.72 1.32 2.14 0.37
H -3.12 1.77 2.67 0.13
H -4.52 1.34 4.59 0.38
H -3.26 0.13 4.55 0.25
H -6.15 -0.28 3.60 0.31
H -5.46 -0.87 5.11 0.42
H -4.89 -1.53 3.58 -0.05
C -3.18 -4.37 2.51 -1.06
C -4.03 -4.30 1.24 -0.35
C -5.53 -4.19 1.52 -0.31
C -6.14 -5.39 2.25 -0.87
C -5.95 -6.74 1.56 -0.42
C -6.62 -6.81 0.19 -1.20
H -3.41 -5.27 3.10 0.38
H -2.12 -4.41 2.26 0.37
H -3.35 -3.50 3.14 0.08
H -3.82 -5.16 0.61 0.36
H -3.72 -3.41 0.67 0.28
H -6.05 -4.04 0.57 0.39
H -5.72 -3.29 2.11 0.03
H -7.21 -5.20 2.38 0.40
H -5.72 -5.45 3.26 0.34
H -6.38 -7.51 2.20 0.39
H -4.89 -6.97 1.47 0.24
H -7.69 -6.62 0.27 0.29
H -6.49 -7.80 -0.24 0.38
H -6.19 -6.09 -0.51 0.29
```

Summary:
SMILES   CCOC(=O)OC(F)(F)F.CCCCCC.CCCCCC.CCCCCC.CCCCCC

***

no.,E_LUMO (eV),HOMO (eV)
1,-7.885,-8.93
2,0.566,-10.90